C18H15As4F24HgN3O6 | the ωB97M-V functional and the def2-TZVPD basis

As for the energy above the lowest of the compared OMol25 structures with the same formula, charge and spin: 0.00 kJ/mol. As for the charge: -2. As for the energy: -348422.5225 eV.

Element x y z (Å)
Hg  0.026  0.192  -0.418
As  -2.839  -1.416  1.651
F  -3.614  -2.080  3.039
F  -2.720  0.126  2.432
F  -1.954  -0.652  0.268
F  -2.905  -2.866  0.781
F  -4.336  -0.921  0.986
F  -1.291  -1.858  2.274
As  -0.091  3.879  0.960
F  0.176  5.549  1.220
F  1.467  3.667  0.275
F  -0.380  2.123  0.665
F  -1.654  3.962  1.659
F  -0.764  4.192  -0.585
F  0.559  3.457  2.503
As  -1.795  -1.892  -3.357
F  -0.550  -2.743  -4.188
F  -0.538  -1.068  -2.383
F  -2.975  -0.946  -2.539
F  -3.033  -2.609  -4.321
F  -1.897  -3.134  -2.213
F  -1.611  -0.586  -4.499
As  1.569  -3.593  0.003
F  0.868  -1.934  0.009
F  3.152  -2.889  0.073
F  2.271  -5.173  -0.056
F  0.002  -4.252  -0.090
F  1.645  -3.468  -1.720
F  1.491  -3.576  1.715
C  -1.085  -0.092  6.278
C  -1.257  0.760  5.212
C  -0.456  0.643  4.094
C  0.490  -0.350  4.073
C  0.683  -1.206  5.134
C  -0.074  -1.054  6.279
N  1.394  -0.425  2.932
O  1.036  0.164  1.925
O  2.451  -0.996  3.058
H  -1.785  -0.075  7.107
H  -2.025  1.520  5.200
H  -0.518  1.394  3.318
H  1.414  -2.001  5.073
H  -0.025  -1.726  7.124
C  -5.309  2.812  -4.330
C  -5.180  2.156  -3.112
C  -3.908  1.895  -2.649
C  -2.801  2.288  -3.384
C  -2.933  2.886  -4.611
C  -4.202  3.257  -5.042
N  -1.476  1.941  -2.909
O  -1.430  1.402  -1.818
O  -0.516  2.197  -3.593
H  -6.289  3.128  -4.680
H  -6.030  1.899  -2.499
H  -3.683  1.393  -1.714
H  -2.113  3.173  -5.254
H  -4.318  3.738  -6.002
C  6.463  -2.016  -0.417
C  6.612  -0.751  0.149
C  5.627  0.196  -0.059
C  4.517  -0.138  -0.783
C  4.309  -1.397  -1.279
C  5.319  -2.339  -1.128
N  3.516  0.884  -1.037
O  3.864  1.966  -1.441
O  2.362  0.527  -0.868
H  7.223  -2.782  -0.320
H  7.528  -0.508  0.670
H  5.750  1.178  0.379
H  3.382  -1.670  -1.768
H  5.195  -3.362  -1.452

Forces on atoms 1 to 2 (eV/Å):
Hg 0.077 -0.657 -0.134
As 0.439 0.275 0.353

---

C18H15ClN2O4S | the ωB97M-V functional and the def2-TZVPD basis

As for the structure (SMILES): COC(=O)c1cc(C(=O)c2ccc(Cl)cc2)n2c(=O)/c(=C\N(C)C)sc12. As for the charge: 0. As for the energy: -53436.3551 eV.

Element x y z (Å)
C  -4.728  0.215  -4.761
O  -3.769  -0.399  -3.877
C  -2.948  0.447  -3.236
O  -2.714  1.608  -3.608
C  -2.174  -0.046  -2.082
C  -2.024  -1.448  -1.636
C  -1.094  -1.487  -0.615
C  -0.607  -2.683  0.046
O  -1.405  -3.545  0.435
C  0.849  -2.827  0.321
C  1.327  -3.587  1.370
C  2.718  -3.727  1.586
C  3.641  -3.062  0.793
Cl  5.342  -3.136  1.121
C  3.179  -2.271  -0.241
C  1.787  -2.103  -0.446
N  -0.763  -0.155  -0.347
C  -0.163  0.517  0.727
O  0.381  -0.062  1.674
C  -0.291  1.988  0.535
C  0.165  3.048  1.319
N  0.995  3.002  2.441
C  0.941  4.101  3.431
C  2.210  2.148  2.428
S  -1.281  2.387  -0.873
C  -1.399  0.663  -1.211
H  -5.496  -0.492  -5.102
H  -5.201  1.040  -4.228
H  -4.208  0.618  -5.646
H  -2.509  -2.273  -2.114
H  0.627  -4.081  2.060
H  3.052  -4.360  2.406
H  3.894  -1.717  -0.842
H  1.521  -1.424  -1.255
H  -0.250  4.020  1.029
H  0.249  4.902  3.173
H  0.612  3.755  4.432
H  1.930  4.553  3.592
H  2.392  1.777  1.431
H  3.084  2.772  2.648
H  2.129  1.321  3.121

Forces on atoms 1 to 2 (eV/Å):
C 0.343 0.686 -0.538
O -0.254 -0.286 0.652

---

C18H15ClN4O2S | the ωB97M-V functional and the def2-TZVPD basis

As for the energy above the lowest of the compared OMol25 structures with the same formula, charge and spin: 0.00 kJ/mol. As for the structure (SMILES): Cc1onc(-c2ccccc2Cl)c1C(=O)NC(=S)NCc1cccnc1. As for the charge: 0. As for the energy: -52322.7721 eV.

Element x y z (Å)
C  0.193  4.431  -1.367
C  1.111  3.704  -0.466
O  2.015  4.385  0.241
N  2.749  3.532  0.995
C  2.308  2.324  0.773
C  2.911  1.157  1.422
C  3.035  1.122  2.808
C  3.571  0.014  3.439
C  3.999  -1.070  2.690
C  3.911  -1.042  1.309
C  3.374  0.068  0.680
Cl  3.296  0.102  -1.054
C  1.224  2.363  -0.164
C  0.396  1.273  -0.687
O  -0.217  1.348  -1.739
N  0.347  0.178  0.135
C  -0.192  -1.070  -0.135
S  0.050  -2.245  0.999
N  -0.831  -1.225  -1.290
C  -1.495  -2.448  -1.682
C  -2.971  -2.363  -1.386
C  -3.470  -2.699  -0.133
C  -4.827  -2.564  0.107
C  -5.633  -2.093  -0.919
N  -5.168  -1.767  -2.113
C  -3.874  -1.898  -2.336
H  -0.423  3.716  -1.905
H  0.767  5.026  -2.076
H  -0.437  5.109  -0.794
H  2.697  1.974  3.377
H  3.651  -0.004  4.514
H  4.408  -1.941  3.178
H  4.253  -1.876  0.718
H  0.860  0.208  1.009
H  -0.928  -0.396  -1.875
H  -1.044  -3.266  -1.114
H  -1.328  -2.603  -2.750
H  -2.802  -3.058  0.637
H  -5.248  -2.818  1.067
H  -6.699  -1.968  -0.784
H  -3.541  -1.620  -3.329

Forces on atoms 1 to 2 (eV/Å):
C 0.064 0.157 0.069
C -0.162 -1.091 0.087

---

C18H15Co2O7S | the ωB97M-V functional and the def2-TZVPD basis

As for the energy above the lowest of the compared OMol25 structures with the same formula, charge and spin: 0.00 kJ/mol. As for the charge: -1. As for the energy: -119326.0646 eV.

Element x y z (Å)
O  0.637  0.791  0.919
C  -0.289  0.316  0.376
Co  -1.617  -0.358  -0.529
C  -1.452  -2.131  -0.526
O  -1.285  -3.274  -0.651
C  -3.145  0.101  0.215
O  -4.166  0.438  0.634
C  -0.696  0.056  -2.251
C  0.253  -1.039  -2.609
C  1.374  -1.249  -1.780
C  2.142  -2.409  -1.921
C  1.830  -3.369  -2.907
C  0.673  -3.188  -3.691
C  -0.086  -2.010  -3.593
C  -2.063  0.014  -2.642
C  -2.985  -0.760  -3.262
Co  -1.373  1.825  -2.653
C  0.018  2.699  -1.997
O  0.978  3.140  -1.514
C  -2.754  2.751  -1.898
O  -3.648  3.249  -1.354
C  -1.414  2.192  -4.441
O  -1.414  2.297  -5.605
H  1.614  -0.503  -1.011
H  3.002  -2.556  -1.255
H  2.471  -4.257  -3.033
H  0.387  -3.967  -4.414
H  -0.962  -1.885  -4.246
H  -3.712  -0.253  -3.898
H  -2.782  -1.833  -3.266
C  2.458  1.669  6.244
S  1.971  0.843  4.711
C  0.248  0.385  5.026
C  1.927  1.881  3.436
O  2.788  -0.349  4.544
H  1.776  2.503  6.383
H  2.398  0.966  7.079
H  3.479  2.032  6.112
H  -0.282  1.318  5.212
H  -0.131  -0.086  4.113
H  0.189  -0.291  5.883
H  1.194  2.668  3.542
H  2.447  1.628  2.518

Forces on atoms 1 to 2 (eV/Å):
O -2.005 -1.445 -1.155
C 1.714 2.249 0.991

---

Copy entry 1 word for word.
C18H15As4F24HgN3O6 | the ωB97M-V functional and the def2-TZVPD basis

As for the energy above the lowest of the compared OMol25 structures with the same formula, charge and spin: 0.00 kJ/mol. As for the charge: -2. As for the energy: -348422.5225 eV.

Element x y z (Å)
Hg  0.026  0.192  -0.418
As  -2.839  -1.416  1.651
F  -3.614  -2.080  3.039
F  -2.720  0.126  2.432
F  -1.954  -0.652  0.268
F  -2.905  -2.866  0.781
F  -4.336  -0.921  0.986
F  -1.291  -1.858  2.274
As  -0.091  3.879  0.960
F  0.176  5.549  1.220
F  1.467  3.667  0.275
F  -0.380  2.123  0.665
F  -1.654  3.962  1.659
F  -0.764  4.192  -0.585
F  0.559  3.457  2.503
As  -1.795  -1.892  -3.357
F  -0.550  -2.743  -4.188
F  -0.538  -1.068  -2.383
F  -2.975  -0.946  -2.539
F  -3.033  -2.609  -4.321
F  -1.897  -3.134  -2.213
F  -1.611  -0.586  -4.499
As  1.569  -3.593  0.003
F  0.868  -1.934  0.009
F  3.152  -2.889  0.073
F  2.271  -5.173  -0.056
F  0.002  -4.252  -0.090
F  1.645  -3.468  -1.720
F  1.491  -3.576  1.715
C  -1.085  -0.092  6.278
C  -1.257  0.760  5.212
C  -0.456  0.643  4.094
C  0.490  -0.350  4.073
C  0.683  -1.206  5.134
C  -0.074  -1.054  6.279
N  1.394  -0.425  2.932
O  1.036  0.164  1.925
O  2.451  -0.996  3.058
H  -1.785  -0.075  7.107
H  -2.025  1.520  5.200
H  -0.518  1.394  3.318
H  1.414  -2.001  5.073
H  -0.025  -1.726  7.124
C  -5.309  2.812  -4.330
C  -5.180  2.156  -3.112
C  -3.908  1.895  -2.649
C  -2.801  2.288  -3.384
C  -2.933  2.886  -4.611
C  -4.202  3.257  -5.042
N  -1.476  1.941  -2.909
O  -1.430  1.402  -1.818
O  -0.516  2.197  -3.593
H  -6.289  3.128  -4.680
H  -6.030  1.899  -2.499
H  -3.683  1.393  -1.714
H  -2.113  3.173  -5.254
H  -4.318  3.738  -6.002
C  6.463  -2.016  -0.417
C  6.612  -0.751  0.149
C  5.627  0.196  -0.059
C  4.517  -0.138  -0.783
C  4.309  -1.397  -1.279
C  5.319  -2.339  -1.128
N  3.516  0.884  -1.037
O  3.864  1.966  -1.441
O  2.362  0.527  -0.868
H  7.223  -2.782  -0.320
H  7.528  -0.508  0.670
H  5.750  1.178  0.379
H  3.382  -1.670  -1.768
H  5.195  -3.362  -1.452

Forces on atoms 1 to 2 (eV/Å):
Hg 0.077 -0.657 -0.134
As 0.439 0.275 0.353

---

Please write out number 1 again, unchanged.
C18H15As4F24HgN3O6 | the ωB97M-V functional and the def2-TZVPD basis

As for the energy above the lowest of the compared OMol25 structures with the same formula, charge and spin: 0.00 kJ/mol. As for the charge: -2. As for the energy: -348422.5225 eV.

Element x y z (Å)
Hg  0.026  0.192  -0.418
As  -2.839  -1.416  1.651
F  -3.614  -2.080  3.039
F  -2.720  0.126  2.432
F  -1.954  -0.652  0.268
F  -2.905  -2.866  0.781
F  -4.336  -0.921  0.986
F  -1.291  -1.858  2.274
As  -0.091  3.879  0.960
F  0.176  5.549  1.220
F  1.467  3.667  0.275
F  -0.380  2.123  0.665
F  -1.654  3.962  1.659
F  -0.764  4.192  -0.585
F  0.559  3.457  2.503
As  -1.795  -1.892  -3.357
F  -0.550  -2.743  -4.188
F  -0.538  -1.068  -2.383
F  -2.975  -0.946  -2.539
F  -3.033  -2.609  -4.321
F  -1.897  -3.134  -2.213
F  -1.611  -0.586  -4.499
As  1.569  -3.593  0.003
F  0.868  -1.934  0.009
F  3.152  -2.889  0.073
F  2.271  -5.173  -0.056
F  0.002  -4.252  -0.090
F  1.645  -3.468  -1.720
F  1.491  -3.576  1.715
C  -1.085  -0.092  6.278
C  -1.257  0.760  5.212
C  -0.456  0.643  4.094
C  0.490  -0.350  4.073
C  0.683  -1.206  5.134
C  -0.074  -1.054  6.279
N  1.394  -0.425  2.932
O  1.036  0.164  1.925
O  2.451  -0.996  3.058
H  -1.785  -0.075  7.107
H  -2.025  1.520  5.200
H  -0.518  1.394  3.318
H  1.414  -2.001  5.073
H  -0.025  -1.726  7.124
C  -5.309  2.812  -4.330
C  -5.180  2.156  -3.112
C  -3.908  1.895  -2.649
C  -2.801  2.288  -3.384
C  -2.933  2.886  -4.611
C  -4.202  3.257  -5.042
N  -1.476  1.941  -2.909
O  -1.430  1.402  -1.818
O  -0.516  2.197  -3.593
H  -6.289  3.128  -4.680
H  -6.030  1.899  -2.499
H  -3.683  1.393  -1.714
H  -2.113  3.173  -5.254
H  -4.318  3.738  -6.002
C  6.463  -2.016  -0.417
C  6.612  -0.751  0.149
C  5.627  0.196  -0.059
C  4.517  -0.138  -0.783
C  4.309  -1.397  -1.279
C  5.319  -2.339  -1.128
N  3.516  0.884  -1.037
O  3.864  1.966  -1.441
O  2.362  0.527  -0.868
H  7.223  -2.782  -0.320
H  7.528  -0.508  0.670
H  5.750  1.178  0.379
H  3.382  -1.670  -1.768
H  5.195  -3.362  -1.452

Forces on atoms 1 to 2 (eV/Å):
Hg 0.077 -0.657 -0.134
As 0.439 0.275 0.353